[1]
Computed, not measured: a molecular structure, C59H50InN4OP3Se in a non-equilibrium geometry, with ωB97M-V/def2-TZVPD.

Its calculated total energy is -6187.78856 Ha. The highest occupied orbital energy comes out at -0.44390 Eh. Its LUMO energy is -5.7 eV.

The geometry in ORCA input format:
```
! wB97M-V def2-TZVPD RIJCOSX def2/J DEFGRID3
* xyz 2 1
In 0.14140 0.23290 0.11120
C 2.20110 3.14330 6.74580
C 2.11510 3.48940 5.25160
C 2.62400 4.91540 4.98940
C 2.95240 2.48910 4.48110
C 4.28510 2.26750 4.81240
C 5.02800 1.26970 4.20770
C 4.45170 0.45380 3.25070
C 3.14480 0.70230 2.85060
P 2.23840 -0.42230 1.73910
C 1.86360 -1.68840 3.00190
C 0.86300 -1.39470 3.92690
C 0.59520 -2.27180 4.96110
C 1.32380 -3.44620 5.08000
C 2.33040 -3.73040 4.17270
C 2.61040 -2.85230 3.13830
C 3.48080 -1.06380 0.59660
C 3.30490 -2.31390 0.00720
C 4.25350 -2.79700 -0.87550
C 5.36210 -2.02790 -1.19540
C 5.50320 -0.75620 -0.66320
C 4.55810 -0.26480 0.21790
C 2.41280 1.72260 3.45590
O 1.13880 1.88200 2.97020
C 0.28890 2.69500 3.67510
C -1.01600 2.75560 3.18970
C -1.97400 3.51080 3.85510
C -1.61670 4.20830 4.99260
C -0.30610 4.18030 5.43560
C 0.67170 3.43000 4.79280
P -1.43800 2.06120 1.55050
C -3.04550 1.30400 1.95430
C -4.32090 1.81020 1.74090
C -5.42320 1.12660 2.22710
C -5.26880 -0.06530 2.91180
C -3.99870 -0.57710 3.12670
C -2.89590 0.11180 2.66410
C -1.47310 3.67790 0.69340
C -0.24640 4.35100 0.71290
C -0.15230 5.64800 0.24320
C -1.27620 6.28860 -0.25860
C -2.48000 5.61050 -0.32270
C -2.57930 4.30830 0.13730
H 3.23260 3.13920 7.07960
H 1.77830 2.15820 6.93020
H 1.66130 3.86690 7.34600
H 3.64660 5.02990 5.33240
H 2.00230 5.63590 5.51170
H 2.58560 5.14290 3.92600
H 4.75070 2.88230 5.56550
H 6.05380 1.11220 4.50040
H 5.00780 -0.36240 2.81480
H 0.30020 -0.47300 3.83520
H -0.17350 -2.03680 5.68200
H 1.11480 -4.13170 5.88620
H 2.91000 -4.63440 4.27400
H 3.41410 -3.06580 2.44840
H 2.42200 -2.89900 0.24030
H 4.12960 -3.77310 -1.31880
H 6.10110 -2.40740 -1.88350
H 6.35160 -0.14610 -0.93320
H 4.65100 0.74020 0.60570
H -2.98280 3.55920 3.47180
H -2.35140 4.79490 5.52110
H -0.03740 4.76370 6.30050
H -4.47870 2.73800 1.21960
H -6.40840 1.54050 2.08290
H -6.13320 -0.59190 3.28160
H -3.87570 -1.49940 3.67400
H -1.89510 -0.25460 2.85730
H 0.63610 3.85940 1.11340
H 0.79770 6.16410 0.26290
H -1.21240 7.31460 -0.58960
H -3.35210 6.09840 -0.72760
H -3.52170 3.80180 0.03840
N -1.14960 0.42380 -3.01700
P -0.71830 1.76600 -2.06910
C -2.13310 2.79860 -2.59110
C -1.99250 3.89750 -3.42720
C -3.12000 4.57450 -3.86130
C -4.37490 4.17080 -3.43910
C -4.51170 3.08410 -2.58720
C -3.39380 2.39040 -2.16530
C 0.71270 2.48710 -2.94140
C 1.43760 3.47010 -2.27250
C 2.57710 4.00930 -2.84010
C 3.01270 3.56010 -4.07620
C 2.28750 2.59170 -4.74990
C 1.14010 2.05250 -4.19200
C -0.98320 -0.91340 -2.79240
C -1.20660 -1.80160 -3.86210
C -1.02040 -3.14840 -3.67420
C -0.59080 -3.59790 -2.42500
C -0.41240 -2.66760 -1.43000
N -0.63690 -1.35820 -1.58480
H -1.45120 0.63910 -3.96360
H -1.00940 4.21000 -3.74450
H -3.01610 5.40500 -4.54240
H -5.25190 4.70080 -3.77730
H -5.49540 2.77530 -2.27090
H -3.48400 1.52610 -1.51120
H 1.10460 3.81050 -1.30090
H 3.13730 4.76960 -2.31730
H 3.92070 3.95340 -4.50870
H 2.62450 2.24670 -5.71470
H 0.60180 1.28330 -4.72900
H -1.50210 -1.40960 -4.82500
H -1.17950 -3.84460 -4.48210
H -0.39560 -4.64370 -2.24460
H -0.06770 -2.96170 -0.44960
Se 2.39380 -1.28480 -3.67620
C 2.02170 -0.36000 -2.29420
N 1.78370 0.31210 -1.34880
C -1.61170 -4.05080 2.68610
C -1.18830 -2.88230 1.99340
N -0.85250 -1.93630 1.43770
H -2.61640 -4.32190 2.35720
H -1.61900 -3.85640 3.76010
H -0.92710 -4.87540 2.48120
*
```

Mulliken population analysis, charges in e, atoms 1 to 5:
1. In 2.10
2. C -1.82
3. C 1.26
4. C -1.73
5. C 1.09

---

[2]
Computed, not measured: a molecular structure, C59H53AuN3O3P2Si in a non-equilibrium geometry, with ωB97M-V/def2-TZVPD.

As for the energy relative to the best compared isomer or geometry (same formula, charge and spin): 0.922 eV. Its calculated total energy is -3777.83212 Ha. The highest occupied orbital energy comes out at -0.36164 Eh. Its LUMO energy is -2.8 eV.

The geometry in ORCA input format:
```
! wB97M-V def2-TZVPD RIJCOSX def2/J DEFGRID3
* xyz 1 1
Au 0.12393 0.11108 0.20817
C 0.02399 0.85532 3.96170
Si 0.19903 -0.42707 2.58827
C 1.97314 -1.07784 2.82864
C 2.29888 -1.70039 4.03727
C 3.61004 -2.01630 4.35618
C 4.63508 -1.69641 3.47575
C 4.33171 -1.11268 2.25774
C 3.00700 -0.81110 1.92727
P 2.63444 -0.15013 0.27115
C 3.81822 -1.04945 -0.78187
C 3.66184 -2.43609 -0.84954
C 4.50408 -3.19601 -1.64097
C 5.49772 -2.57623 -2.38812
C 5.63875 -1.19785 -2.34241
C 4.79874 -0.42909 -1.54957
C 3.25180 1.55933 0.22290
C 2.91478 2.27645 -0.93124
C 3.39764 3.56060 -1.11696
C 4.20296 4.14353 -0.14642
C 4.51661 3.44242 1.00811
C 4.04627 2.14921 1.19802
C -1.20646 -1.68204 2.77181
C -1.80561 -1.85736 4.02269
C -2.90274 -2.68862 4.18291
C -3.41146 -3.38512 3.09486
C -2.81985 -3.23877 1.85150
C -1.74136 -2.37035 1.68100
P -0.98862 -2.17731 0.02864
C -0.16774 -3.79045 -0.14740
C -0.53445 -4.79923 -1.03259
C 0.16143 -6.00024 -1.03169
C 1.22398 -6.20069 -0.16400
C 1.60342 -5.18898 0.70891
C 0.91656 -3.98825 0.71259
C -2.34948 -2.08238 -1.16105
C -3.58369 -1.54257 -0.79970
C -4.54112 -1.28033 -1.76699
C -4.26723 -1.51594 -3.10624
C -3.02744 -2.01638 -3.47832
C -2.07394 -2.29724 -2.51436
H 0.26527 0.40265 4.92702
H -0.98283 1.27086 4.01242
H 0.72732 1.67505 3.80033
H 1.50728 -1.94969 4.73698
H 3.83612 -2.51018 5.29292
H 5.66547 -1.90634 3.73102
H 5.11886 -0.89007 1.54718
H 2.88007 -2.91905 -0.27335
H 4.38815 -4.27170 -1.67768
H 6.15858 -3.16699 -3.00857
H 6.41103 -0.71353 -2.92586
H 4.91815 0.64493 -1.51698
H 2.27995 1.80823 -1.67546
H 3.15697 4.10349 -2.02237
H 4.58780 5.14382 -0.29637
H 5.14119 3.90637 1.76101
H 4.30020 1.60849 2.10148
H -1.41060 -1.33350 4.88531
H -3.36080 -2.79909 5.15770
H -4.26652 -4.03780 3.21316
H -3.19944 -3.78955 0.99855
H -1.37133 -4.67157 -1.70367
H -0.13646 -6.78718 -1.71240
H 1.75172 -7.14518 -0.16290
H 2.43387 -5.33646 1.38798
H 1.20787 -3.19604 1.39606
H -3.80453 -1.33293 0.23938
H -5.50667 -0.88692 -1.47543
H -5.01588 -1.30527 -3.85880
H -2.79784 -2.18055 -4.52336
H -1.10466 -2.66940 -2.81445
C -3.81149 7.31792 0.07820
O -3.32166 6.03300 -0.26534
C -3.90292 5.39194 -1.31117
C -4.92931 5.89531 -2.08781
C -5.45487 5.12622 -3.12101
C -4.97232 3.85535 -3.36302
C -3.94685 3.33710 -2.57996
C -3.39326 4.10668 -1.56831
N -2.37655 3.66564 -0.70163
C -1.53042 2.60498 -0.82936
N -1.18624 2.30644 -2.09692
C -0.50680 1.20360 -2.63757
C 0.14459 0.22865 -1.91522
C 0.83491 -0.78056 -2.59624
C 0.87264 -0.80746 -3.97940
C 0.19230 0.15846 -4.71110
C -0.50451 1.14973 -4.04913
O -1.21829 2.13800 -4.65787
C -1.32474 2.11096 -6.07168
N -1.04581 2.01196 0.23208
C -1.71239 2.26408 1.47460
C -2.79270 1.43392 1.78766
C -3.57790 1.65090 2.90130
C -3.29797 2.73404 3.72634
C -2.21387 3.54264 3.45442
C -1.39072 3.31126 2.34935
O -0.35954 4.19288 2.22568
C 0.78813 3.87671 1.44929
H -3.20778 7.65015 0.91765
H -4.86149 7.27528 0.37679
H -3.69620 8.02110 -0.74970
H -5.32933 6.88151 -1.89647
H -6.25130 5.53230 -3.72994
H -5.39858 3.25169 -4.15299
H -3.59358 2.32788 -2.74885
H -2.38342 4.12015 0.20026
H -1.55916 2.92699 -2.80124
H 1.35828 -1.54735 -2.03845
H 1.42742 -1.58189 -4.49591
H 0.22060 0.13731 -5.79170
H -0.36312 2.32201 -6.54426
H -2.03556 2.88968 -6.33390
H -1.70223 1.14781 -6.42144
H -3.00624 0.61844 1.10542
H -4.41270 0.99513 3.11139
H -3.92485 2.93852 4.58402
H -1.96446 4.37938 4.09400
H 1.55510 4.58617 1.75227
H 0.60937 3.98774 0.37970
H 1.14097 2.86390 1.64959
*
```

Mulliken population analysis, charges in e, atoms 1 to 5:
1. Au 2.36
2. C -1.27
3. Si 0.90
4. C 0.16
5. C -0.78

---

[3]
Computed, not measured: a molecular structure, C59H53Br9N10O12 in a non-equilibrium geometry, with ωB97M-V/def2-TZVPD.

Its calculated total energy is -26895.93090 Ha. The highest occupied orbital energy comes out at -0.33612 Eh. Its LUMO energy is -0.9 eV.

The geometry in ORCA input format:
```
! wB97M-V def2-TZVPD RIJCOSX def2/J DEFGRID3
* xyz 0 1
C 4.83363 -0.77311 -2.83909
Br 3.26071 0.35359 -3.12942
Br 5.48489 -1.72010 -4.44345
Br 4.60122 -2.02701 -1.38374
H 5.57505 -0.06185 -2.50473
C -4.53430 2.09652 4.48819
Br -3.52526 3.78926 4.52999
Br -5.94547 2.09472 5.83848
Br -3.31222 0.56226 4.72463
H -5.04268 1.91248 3.55196
C -2.79130 0.54500 -3.83646
Br -4.32403 0.35213 -2.65777
Br -3.26918 1.63438 -5.35150
Br -1.99940 -1.19288 -4.31711
H -2.02825 1.07915 -3.28363
C 2.57286 -6.84899 -3.10312
C 2.32936 -6.75241 -4.47278
C 2.32375 -5.44536 -4.95691
C 2.22313 -4.35153 -4.09452
C 2.44621 -4.49282 -2.73853
C 2.78460 -5.75088 -2.27350
N 1.86699 -3.00750 -4.54142
O 1.13787 -2.35738 -3.81496
O 2.40722 -2.58818 -5.54865
H 2.71293 -7.82580 -2.65214
H 2.40874 -7.64679 -5.06942
H 2.19546 -5.22170 -6.01082
H 2.53400 -3.68651 -2.02384
H 2.86246 -5.95823 -1.21431
C -3.40204 -3.49642 0.80089
C -3.26113 -3.88170 2.10237
C -3.90313 -3.19072 3.10323
C -4.87230 -2.25326 2.70554
C -5.10686 -1.95693 1.38319
C -4.32263 -2.53624 0.38312
N -5.55843 -1.54493 3.76656
O -6.26763 -0.58168 3.48834
O -5.41548 -1.89233 4.92373
H -2.81053 -4.04586 0.07234
H -2.55662 -4.66293 2.36005
H -3.66652 -3.43373 4.12764
H -5.86994 -1.21917 1.16924
H -4.44986 -2.27156 -0.65464
C 0.10513 -2.98047 1.09245
C 0.11006 -3.61349 -0.14214
C 0.18595 -4.99530 -0.20839
C 0.37215 -5.72842 0.95452
C 0.48978 -5.09135 2.18162
C 0.23873 -3.72840 2.26831
N 0.47584 -7.17429 0.89043
O 0.47315 -7.81889 1.91582
O 0.59876 -7.69082 -0.21378
H 0.19078 -1.90450 1.19103
H -0.03561 -3.03137 -1.03948
H 0.09090 -5.48463 -1.16680
H 0.66964 -5.55221 3.14351
H 0.34039 -3.19834 3.20444
C 2.84891 7.89813 1.42640
C 1.99632 8.82835 1.98024
C 0.71141 8.42497 2.36583
C 0.28530 7.14833 2.19008
C 1.11256 6.23470 1.51902
C 2.35448 6.62334 1.07781
N -1.00272 6.69636 2.73000
O -1.68913 7.55255 3.26560
O -1.30266 5.52227 2.70142
H 3.90565 8.10689 1.32239
H 2.39379 9.81027 2.19426
H 0.07836 9.18983 2.79776
H 0.73480 5.25211 1.26034
H 3.02500 6.00313 0.49744
C 0.62163 2.83280 7.14319
C -0.10393 3.19339 5.99397
C -0.34145 2.23767 5.03990
C 0.15299 0.93704 5.14672
C 0.84812 0.56230 6.28057
C 1.00860 1.51892 7.29731
N -0.02156 -0.05573 4.09428
O -0.53494 0.29373 3.03950
O 0.30514 -1.21795 4.30171
H 0.86325 3.53668 7.92785
H -0.48925 4.19045 5.83706
H -0.81678 2.59866 4.13547
H 1.12326 -0.46242 6.48210
H 1.35029 1.20033 8.27397
C 0.30780 -0.09136 -1.34890
C -0.96099 -0.60562 -1.10074
C -1.74036 0.07587 -0.17198
C -1.30669 1.23963 0.43889
C -0.12251 1.79156 0.05586
C 0.74101 1.09998 -0.78352
N -2.21440 1.93247 1.36248
O -3.33632 1.53766 1.48520
O -1.73244 2.90147 1.89848
H 0.83388 -0.54406 -2.18159
H -1.36187 -1.51876 -1.50609
H -2.65215 -0.45276 0.08262
H 0.16277 2.80277 0.32062
H 1.66148 1.56155 -1.09680
N 4.12136 6.07092 -1.57228
C 3.59111 4.86678 -1.75303
C 2.22983 4.60253 -1.69936
C 1.36908 5.60319 -1.33093
C 1.88430 6.90254 -1.22338
C 3.25889 7.05798 -1.25678
H 4.31879 4.12952 -2.07791
H 1.82911 3.61757 -1.90312
H 0.30763 5.41364 -1.23138
H 1.34582 7.80920 -0.98053
H 3.69887 8.03409 -1.09129
N -2.23426 -5.77767 -2.22465
C -2.81823 -6.93947 -2.00024
C -4.20221 -7.07785 -2.07604
C -4.96591 -5.94996 -2.31543
C -4.34568 -4.74544 -2.64722
C -2.94492 -4.72726 -2.62413
H -2.31087 -7.84396 -1.68124
H -4.58006 -8.04328 -1.76489
H -6.04026 -5.97114 -2.18027
H -4.87729 -3.82905 -2.85814
H -2.36962 -3.80764 -2.58663
N 0.19148 1.79854 -5.09939
C 0.75308 0.59716 -5.28113
C 1.45801 0.42109 -6.47474
C 1.56612 1.43132 -7.42128
C 1.10437 2.69218 -7.11070
C 0.35768 2.81532 -5.95206
H 0.57018 -0.24810 -4.64037
H 1.91982 -0.52996 -6.70891
H 1.96718 1.12597 -8.37839
H 1.15729 3.46746 -7.86457
H -0.15761 3.69689 -5.59563
N 2.66299 -0.10539 1.71183
C 3.21871 0.85503 0.96930
C 3.48283 2.16320 1.36019
C 3.15220 2.47193 2.67946
C 2.63909 1.49253 3.52361
C 2.39400 0.23405 2.98605
H 3.37249 0.55503 -0.06159
H 3.83460 2.95776 0.71865
H 3.14047 3.50014 3.02338
H 2.46482 1.65162 4.57856
H 2.15642 -0.57705 3.66543
*
```

Mulliken population analysis, charges in e, atoms 1 to 5:
1. C -0.59
2. Br 0.13
3. Br -0.08
4. Br -0.02
5. H 0.57

---

Question: Which of these has the lowest highest occupied orbital energy?
Answer: C59H50InN4OP3Se

---

Question: What is the calculated total energy in the first record?
Answer: -6187.78856 Ha

---

Question: What is the calculated total energy in the third record?
Answer: -26895.93090 Ha

---

Question: Among the records above, which one has the lowest highest occupied orbital energy?
Answer: C59H50InN4OP3Se